[1]
The following is a quantum chemistry calculation of a 3-piece molecular cluster, C20H49BO7PS overall at a distorted geometry, from the Open Molecules 2025 dataset.

Its spin multiplicity is 1. The charge is -1. Its highest occupied orbital energy is -3.79 eV. The calculation puts the frontier orbital gap at 6.412 eV.

Each line ends with the Mulliken charge.
Geometry (Å):
C (2.50, -1.89, 1.04)  -0.4939
C (2.45, -0.26, 1.17)  -0.3544
O (3.16, 0.48, 0.12)  -0.3806
C (2.54, 0.30, -1.21)  -0.5040
C (0.99, 0.81, -1.33)  -0.0445
O (0.69, 1.63, -2.51)  -0.4508
C (-0.45, 2.55, -2.18)  -0.1499
C (-1.72, 1.72, -1.56)  -0.0354
O (-3.04, 2.29, -1.86)  -0.4508
C (-4.05, 1.92, -0.85)  -0.6376
B (-4.40, 0.32, -0.76)  1.0748
C (-5.40, -0.22, -1.98)  -0.5917
S (-4.47, -1.59, -2.93)  0.6821
O (-3.88, -2.68, -1.98)  -0.5387
O (-3.36, -0.83, -3.75)  -0.5917
P (-5.17, -0.14, 0.97)  -0.2697
O (-5.89, 1.30, 1.63)  -0.5182
O (-3.77, -0.66, 1.91)  -0.4705
H (2.50, -2.30, -0.06)  0.2361
H (3.39, -2.31, 1.71)  0.2896
H (1.51, -2.30, 1.57)  -0.0430
H (3.01, 0.01, 2.19)  0.3213
H (1.34, 0.05, 1.34)  0.2531
H (3.18, 0.98, -1.96)  0.2518
H (2.66, -0.81, -1.64)  0.2639
H (0.80, 1.51, -0.38)  0.2087
H (0.31, -0.17, -1.29)  0.1638
H (-0.81, 3.03, -3.19)  0.2910
H (-0.06, 3.43, -1.49)  0.0554
H (-1.70, 0.64, -2.05)  0.0353
H (-1.67, 1.58, -0.38)  0.1494
H (-5.07, 2.47, -1.15)  0.1655
H (-3.76, 2.38, 0.21)  0.1818
H (-3.43, -0.37, -0.84)  -0.4001
H (-5.55, 0.71, -2.70)  0.2242
H (-6.45, -0.58, -1.61)  0.3534
H (-5.30, -2.28, -3.85)  0.1140
H (-6.88, 1.26, 1.39)  0.3176
H (-3.42, -1.52, 1.49)  0.2510
C (4.32, 3.91, 1.08)  -0.9013
C (3.28, 4.90, 0.60)  -0.7020
C (2.72, 4.57, -0.79)  0.3159
C (3.75, 4.59, -1.93)  -0.6762
C (4.50, 5.91, -2.11)  -0.5660
C (3.58, 7.07, -2.47)  -1.1893
H (5.20, 3.90, 0.43)  0.2666
H (4.66, 4.18, 2.08)  0.3959
H (3.91, 2.90, 1.12)  0.0427
H (3.70, 5.91, 0.61)  0.2947
H (2.45, 4.91, 1.31)  0.3758
H (1.91, 5.26, -1.02)  0.4031
H (2.26, 3.57, -0.76)  -0.3623
H (3.24, 4.34, -2.87)  0.3999
H (4.49, 3.79, -1.77)  0.3072
H (5.24, 5.79, -2.91)  0.3713
H (5.07, 6.16, -1.21)  0.2570
H (3.04, 6.87, -3.40)  0.2884
H (4.17, 7.98, -2.62)  0.3812
H (2.85, 7.27, -1.68)  0.2886
C (-0.80, -7.99, 3.23)  -1.2182
C (-0.13, -7.16, 2.15)  -0.4640
C (0.35, -5.79, 2.66)  -0.5131
C (-0.76, -4.86, 3.17)  -0.7526
C (-1.86, -4.54, 2.15)  -0.3410
C (-1.34, -3.81, 0.92)  -0.9691
H (-1.70, -7.51, 3.62)  0.2895
H (-1.09, -8.97, 2.82)  0.3770
H (-0.11, -8.17, 4.07)  0.2873
H (-0.81, -7.03, 1.31)  0.2534
H (0.74, -7.71, 1.78)  0.4104
H (0.91, -5.30, 1.86)  0.1670
H (1.07, -5.95, 3.48)  0.4292
H (-0.29, -3.92, 3.49)  0.3567
H (-1.22, -5.29, 4.06)  0.3468
H (-2.61, -3.92, 2.64)  0.3321
H (-2.37, -5.46, 1.84)  0.2354
H (-0.87, -2.87, 1.20)  0.1720
H (-2.17, -3.58, 0.25)  0.2854
H (-0.62, -4.41, 0.36)  0.3663


[2]
The following is a quantum chemistry calculation of one molecule with the formula C2H2N4O at a distorted geometry, from the Open Molecules 2025 dataset.

As for the energy above the lowest of the compared OMol25 structures with the same formula, charge and spin: 47.7 kcal/mol. Its spin multiplicity is 1. Its highest occupied orbital energy is -9.89 eV. The calculation puts the frontier orbital gap at 9.061 eV.

Each line ends with the natural charge from an NBO analysis.
Geometry (Å):
O (-2.46, -0.22, -0.21)  -0.5078
C (-1.28, -0.13, 0.11)  0.5233
C (-0.36, 1.00, 0.26)  -0.0586
N (0.98, 0.98, 0.04)  -0.1568
N (1.40, -0.35, -0.08)  -0.2213
N (0.67, -1.47, -0.03)  0.0601
N (-0.58, -1.30, 0.36)  -0.2796
H (-0.71, 2.08, -0.01)  0.2281
H (2.34, -0.60, -0.43)  0.4127


[3]
The following is a quantum chemistry calculation of C16H24I2N5O2PtS2 as an isolated structure at a distorted geometry, from the Open Molecules 2025 dataset.

As for the energy above the lowest of the compared OMol25 structures with the same formula, charge and spin: 18.9 kcal/mol. Its spin multiplicity is 1. The charge is +3. Its highest occupied orbital energy is -16.35 eV. The calculation puts the frontier orbital gap at 4.159 eV.

Each line ends with the natural charge from an NBO analysis.
Geometry (Å):
Pt (-1.61, 1.47, -1.63)  0.5681
I (-2.48, 2.62, -3.70)  0.6080
C (-4.29, 1.51, -3.53)  -0.7163
I (-4.15, 0.71, -1.55)  0.5380
H (-4.26, 0.71, -4.25)  0.2688
H (-5.14, 2.17, -3.65)  0.2733
N (1.57, -4.64, 2.42)  -0.6955
C (0.72, -3.64, 2.22)  0.2825
C (0.52, -2.66, 3.23)  -0.2836
C (-0.39, -1.66, 3.05)  -0.0541
C (-1.11, -1.58, 1.83)  -0.5502
C (-0.90, -2.53, 0.81)  -0.1214
C (0.00, -3.53, 0.99)  -0.2754
S (-2.33, -0.43, 1.67)  2.3272
O (-2.80, 0.05, 2.93)  -0.9052
O (-3.24, -0.76, 0.62)  -0.9243
N (-1.53, 0.97, 0.91)  -0.6136
C (-1.42, 2.08, 1.53)  0.2329
S (-1.92, 2.44, 3.26)  0.7679
C (-1.35, 3.95, 3.08)  -0.2633
C (-0.82, 4.21, 1.74)  0.0933
N (-0.84, 3.21, 0.94)  -0.3442
H (2.05, -4.75, 3.29)  0.4255
H (1.69, -5.37, 1.74)  0.4233
H (1.06, -2.74, 4.16)  0.2507
H (-0.59, -0.96, 3.85)  0.2379
H (-1.49, -2.49, -0.10)  0.2471
H (0.14, -4.29, 0.23)  0.2457
H (-1.37, 4.67, 3.89)  0.3103
H (-0.44, 5.18, 1.44)  0.2684
C (2.61, -0.55, 0.67)  -0.6248
C (2.76, -0.41, -0.84)  -0.2129
N (1.56, 0.19, -1.44)  -0.3788
C (0.47, -0.74, -1.75)  -0.1999
C (0.29, -0.97, -3.24)  -0.6319
C (1.45, 1.49, -1.66)  0.5537
C (2.67, 2.37, -1.60)  -0.6840
N (0.29, 2.06, -1.95)  -0.8211
H (3.51, -1.00, 1.09)  0.2522
H (1.76, -1.20, 0.92)  0.2077
H (2.47, 0.42, 1.14)  0.2048
H (2.90, -1.38, -1.31)  0.2246
H (3.64, 0.18, -1.09)  0.2313
H (-0.47, -0.41, -1.26)  0.1565
H (0.72, -1.68, -1.26)  0.2367
H (-0.09, -0.08, -3.75)  0.2101
H (-0.40, -1.79, -3.42)  0.2405
H (1.25, -1.23, -3.70)  0.2441
H (3.46, 1.97, -2.22)  0.2687
H (3.04, 2.44, -0.58)  0.2591
H (2.43, 3.38, -1.94)  0.2450
H (0.40, 3.03, -2.20)  0.3966